C21H48ClN4O10PS | ωB97M-V/def2-TZVPD

Each line ends with the Löwdin charge.
Atoms and positions in Å:
C -2.49 0.67 3.03  -0.066
C -3.14 0.10 1.77  -0.407
C -2.36 0.50 0.51  -0.069
C -4.63 0.46 1.70  -0.177
C -4.96 1.90 1.31  -0.181
O -4.93 2.74 2.50  -0.185
P -6.17 3.68 2.78  0.333
O -6.63 4.56 1.71  -0.215
O -5.70 4.46 4.08  -0.074
O -7.26 2.62 3.26  -0.197
C -8.54 3.08 3.73  -0.193
C -9.45 3.50 2.59  -0.173
C -9.59 2.46 1.48  -0.218
C -10.58 1.32 1.78  -0.254
S -10.00 -0.20 2.54  0.351
O -9.84 0.01 3.95  -0.340
O -10.77 -1.28 2.04  -0.339
Cl -8.11 -0.46 1.80  0.447
H -1.40 0.62 2.98  0.075
H -2.77 1.72 3.16  0.072
H -2.82 0.13 3.92  0.078
H -3.11 -0.99 1.85  0.125
H -2.99 0.77 -0.33  0.071
H -1.69 1.33 0.72  0.064
H -1.72 -0.32 0.18  0.077
H -5.14 -0.21 1.00  0.102
H -5.09 0.29 2.68  0.114
H -5.94 1.96 0.84  0.108
H -4.23 2.33 0.63  0.121
H -5.08 3.95 4.62  0.096
H -8.95 2.24 4.28  0.106
H -8.39 3.91 4.43  0.124
H -10.44 3.71 3.03  0.121
H -9.09 4.43 2.15  0.104
H -8.61 2.06 1.22  0.063
H -9.96 2.95 0.58  0.121
H -11.10 0.97 0.89  0.103
H -11.32 1.65 2.51  0.110
C 0.90 3.29 -0.44  -0.014
C 1.23 1.94 0.15  -0.565
O 1.00 1.68 1.33  0.013
N 1.77 1.01 -0.67  0.017
C 2.10 1.14 -2.08  -0.071
H 0.47 3.91 0.35  0.081
H 1.79 3.78 -0.83  0.082
H 0.18 3.21 -1.25  0.082
H 1.96 0.13 -0.22  0.139
H 1.54 0.42 -2.68  0.084
H 3.16 0.96 -2.25  0.061
H 1.85 2.14 -2.43  0.072
C 3.98 -1.40 -5.48  -0.008
C 4.30 -1.44 -4.01  -0.554
O 4.64 -0.43 -3.40  -0.011
N 4.21 -2.63 -3.37  0.020
C 3.87 -3.91 -3.93  -0.072
H 4.10 -0.37 -5.82  0.080
H 4.65 -2.04 -6.05  0.082
H 2.96 -1.72 -5.68  0.083
H 4.43 -2.60 -2.38  0.092
H 2.99 -4.32 -3.43  0.087
H 4.69 -4.62 -3.79  0.081
H 3.66 -3.83 -4.99  0.070
C 5.93 -2.56 0.96  0.005
C 5.65 -3.70 0.02  -0.533
O 4.72 -3.66 -0.79  -0.005
N 6.47 -4.77 0.07  0.025
C 7.63 -4.97 0.91  -0.074
H 5.19 -1.78 0.78  0.084
H 5.85 -2.88 2.00  0.089
H 6.93 -2.16 0.79  0.068
H 6.24 -5.49 -0.60  0.142
H 8.53 -5.06 0.31  0.080
H 7.51 -5.86 1.53  0.083
H 7.76 -4.11 1.57  0.074
C 7.57 -2.16 -2.72  0.002
C 8.52 -1.74 -1.63  -0.534
O 8.84 -2.48 -0.71  0.013
N 9.00 -0.47 -1.69  0.014
C 8.70 0.56 -2.66  -0.070
H 7.25 -3.18 -2.52  0.078
H 6.70 -1.51 -2.75  0.059
H 8.06 -2.13 -3.69  0.093
H 9.64 -0.24 -0.94  0.139
H 9.60 0.87 -3.20  0.082
H 8.26 1.43 -2.18  0.086
H 7.99 0.18 -3.39  0.072

Spin multiplicity: 1
Electronic energy, eV: -81642.6300
Net charge: 0
SMILES: CC(C)CCO[P@](=O)(O)OCCCCS(=O)(=O)Cl.CNC(C)=O.CNC(C)=O.CNC(C)=O.CNC(C)=O